Entry 1
C4H4OS as an isolated structure. Source: the Open Molecules 2025 dataset; level of theory: ωB97M-V/def2-TZVPD.

Atoms and positions in Å:
1 C 0.944 -0.652 -0.455
2 C 1.075 -0.026 0.769
3 C -1.389 0.238 0.455
4 C 0.170 0.299 -1.179
5 O -2.523 0.500 0.308
6 S 0.347 1.432 0.244
7 H 0.988 -1.648 -0.621
8 H 1.733 -0.133 1.528
9 H -0.876 -0.506 0.909
10 H -0.469 0.495 -1.958

## Properties
Molar mass (Da): 100.14
HOMO-LUMO gap (eV): 8.872
Spin multiplicity: 1

Löwdin atomic charge list, values in e, 4 entries: -0.260 -0.443 -0.316 -0.273

***

Entry 2
One molecule with the formula C4H4OS. Source: the Open Molecules 2025 dataset; level of theory: ωB97M-V/def2-TZVPD.

Atoms and positions in Å:
1 C -1.243 -1.856 -0.068
2 C -0.190 -1.224 -0.024
3 C 0.899 -0.375 0.195
4 S 2.475 -0.641 -0.237
5 C 0.613 1.011 0.273
6 O -0.565 1.320 -0.517
7 H -2.300 -2.305 -0.520
8 H 0.565 1.280 1.285
9 H 1.237 1.625 -0.527
10 H -1.490 1.165 0.140

## Properties
Molar mass (Da): 100.14
HOMO-LUMO gap (eV): 7.608
Spin multiplicity: 1
SMILES: C#CC(=S)CO

Löwdin atomic charge list, values in e, 4 entries: 0.126 -0.186 -0.782 0.768

***

Entry 3
One molecule with the formula C4H4OS. Source: the Open Molecules 2025 dataset; level of theory: ωB97M-V/def2-TZVPD.

Atoms and positions in Å:
1 O 2.128 0.246 0.280
2 C 0.996 0.080 0.053
3 C 0.264 -1.235 0.025
4 C -1.180 -0.013 -0.124
5 S -2.761 -0.178 0.062
6 C -0.108 1.088 -0.105
7 H 0.298 -1.803 -0.843
8 H 0.314 -1.649 1.013
9 H -0.196 1.809 0.684
10 H 0.244 1.656 -1.043

## Properties
Molar mass (Da): 100.14
HOMO-LUMO gap (eV): 8.078
Spin multiplicity: 1
SMILES: O=C1CC(=S)C1

Löwdin atomic charge list, values in e, 4 entries: 0.134 -0.523 0.046 -0.675

***

Entry 4
One molecule with the formula C4H4OS. Source: the Open Molecules 2025 dataset; level of theory: ωB97M-V/def2-TZVPD.

Atoms and positions in Å:
1 C 1.715 1.134 -1.000
2 C 1.141 0.203 -0.540
3 C 0.372 -0.961 -0.087
4 O -1.079 -0.794 0.027
5 C -1.587 0.132 0.765
6 S -3.110 0.669 0.630
7 H 2.218 2.058 -1.212
8 H 0.800 -1.400 0.822
9 H 0.456 -1.787 -0.778
10 H -0.927 0.746 1.373

## Properties
Molar mass (Da): 100.14
HOMO-LUMO gap (eV): 9.165
Spin multiplicity: 1
SMILES: C#CCOC=S

Löwdin atomic charge list, values in e, 4 entries: 0.132 -0.104 -0.158 -0.123

***

Relative calculated energies, zero for the most stable structure, unit hartree: entry 1 0.0705; entry 2 0.0872; entry 3 0.0000; entry 4 0.0113.

***

Entry 1
An isolated ion of composition C5H12N2 and charge +2. Source: the Open Molecules 2025 dataset; level of theory: ωB97M-V/def2-TZVPD.

Atoms and positions in Å:
1 C 2.193 -0.975 1.288
2 N 1.891 0.202 0.251
3 C 0.715 0.531 -0.409
4 C 0.799 1.517 -1.363
5 C -0.264 -0.513 -0.168
6 C -1.651 0.154 -0.237
7 N -2.933 -0.682 0.418
8 H 2.365 -0.447 2.291
9 H 3.076 -1.444 0.947
10 H 2.686 0.534 -0.296
11 H 0.101 1.543 -2.202
12 H 1.622 2.237 -1.195
13 H -0.077 -1.436 -0.754
14 H -0.102 -0.836 0.962
15 H -1.481 1.113 0.338
16 H -2.065 0.540 -1.152
17 H -2.562 -1.314 1.098
18 H -3.662 -0.122 0.928
19 H -3.363 -1.299 -0.303

## Properties
Molar mass (Da): 100.16
HOMO-LUMO gap (eV): 5.896
Spin multiplicity: 1
Charge: +2
SMILES: C=[NH+]C(=C)CC[NH3+]

Löwdin atomic charge list, values in e, 4 entries: 0.289 0.116 -0.360 0.219

***

Entry 2
A 2-piece molecular cluster, C5H12N2 overall. Source: the Open Molecules 2025 dataset; level of theory: ωB97M-V/def2-TZVPD.

Atoms and positions in Å:
1 C 0.627 1.839 0.952
2 C -1.939 -0.151 -0.818
3 C 2.961 1.378 0.349
4 C -1.388 -1.591 0.893
5 C 0.354 -0.410 -0.434
6 N 1.695 1.499 0.707
7 N -0.866 -0.724 -0.203
8 H -1.476 0.526 -1.492
9 H -0.452 1.917 1.224
10 H -2.698 0.389 -0.078
11 H -2.580 -0.830 -1.326
12 H 3.650 0.944 1.078
13 H 3.582 2.281 0.153
14 H 2.930 0.577 -0.581
15 H -1.799 -2.551 0.634
16 H -2.157 -1.050 1.440
17 H -0.424 -1.860 1.508
18 H 0.644 0.165 -1.269
19 H 1.149 -0.801 0.157

## Properties
Molar mass (Da): 100.16
HOMO-LUMO gap (eV): 11.515
Spin multiplicity: 1
Charge: +2

Löwdin atomic charge list, values in e, 4 entries: 0.342 -0.038 -0.023 0.049

***

Relative calculated energies, zero for the most stable structure, unit hartree: entry 1 0.0514; entry 2 0.0000.

***

Entry 1
An isolated ion of composition C5H12N2 and charge +2. Source: the Open Molecules 2025 dataset; level of theory: ωB97M-V/def2-TZVPD.

Atoms and positions in Å:
1 C -2.260 -0.816 -1.554
2 N -1.873 -0.652 -0.340
3 C -0.508 -0.720 0.085
4 C 0.187 -1.788 -0.317
5 C -0.024 0.273 1.119
6 C 1.445 0.713 1.006
7 N 1.553 1.666 -0.203
8 H -1.511 -0.668 -2.322
9 H -3.320 -0.991 -1.699
10 H -2.574 -0.356 0.345
11 H 1.266 -1.815 -0.298
12 H -0.177 -2.796 -0.514
13 H -0.134 -0.194 2.103
14 H -0.557 1.213 1.293
15 H 2.125 -0.099 0.786
16 H 1.677 1.309 1.878
17 H 2.361 2.299 -0.169
18 H 0.752 2.298 -0.134
19 H 1.572 1.125 -1.065

## Properties
Molar mass (Da): 100.16
HOMO-LUMO gap (eV): 9.618
Spin multiplicity: 1
Charge: +2
SMILES: C=[NH+]C(=C)CC[NH3+]

Löwdin atomic charge list, values in e, 4 entries: 0.242 0.083 -0.277 0.165

***

Entry 2
A 2-piece molecular cluster, C5H12N2 overall. Source: the Open Molecules 2025 dataset; level of theory: ωB97M-V/def2-TZVPD.

Atoms and positions in Å:
1 C 2.349 1.810 -0.156
2 C -0.884 0.512 0.576
3 C -2.597 -1.030 -0.449
4 C 1.993 -0.438 -1.069
5 C -1.085 -0.819 0.134
6 N -1.139 1.595 1.176
7 N 1.762 0.754 -0.425
8 H 3.447 1.984 -0.621
9 H 2.071 2.770 0.278
10 H -2.577 -1.899 -1.058
11 H -3.254 -0.179 -0.839
12 H -3.148 -1.232 0.461
13 H 1.053 -1.082 -0.983
14 H 2.763 -0.946 -0.540
15 H 2.211 -0.256 -2.145
16 H -0.955 -1.727 0.736
17 H -0.393 -1.002 -0.736
18 H -1.820 1.644 2.003
19 H -0.487 2.306 1.085

## Properties
Molar mass (Da): 100.16
HOMO-LUMO gap (spin up / spin down) (eV): 6.773 / 9.681
Spin multiplicity: 1
Charge: +2

Löwdin atomic charge list, values in e, 4 entries: 0.123 0.101 0.004 -0.022

***

Entry 3
A 2-piece molecular cluster, C5H12N2 overall. Source: the Open Molecules 2025 dataset; level of theory: ωB97M-V/def2-TZVPD.

Atoms and positions in Å:
1 C 1.917 0.013 1.391
2 C 0.700 0.337 0.366
3 C -0.128 -0.770 -0.315
4 C -1.561 -0.618 -0.694
5 N -2.056 -1.230 -1.733
6 C -3.512 -1.307 -1.870
7 N 3.239 2.231 1.327
8 H 2.641 -0.773 0.820
9 H 1.645 -0.480 2.341
10 H 1.285 0.876 -0.472
11 H 0.041 1.130 0.750
12 H 0.368 -1.616 -0.842
13 H -2.203 0.138 -0.065
14 H -3.742 -2.350 -2.123
15 H -4.134 -1.008 -1.054
16 H -3.811 -0.878 -2.840
17 H 2.769 3.099 1.520
18 H 2.537 0.960 1.615
19 H 4.004 2.247 1.880

## Properties
Molar mass (Da): 100.16
HOMO-LUMO gap (eV): 4.978
Spin multiplicity: 1
Charge: +2

Löwdin atomic charge list, values in e, 4 entries: 0.048 -0.146 0.189 -0.119

***

Relative calculated energies, zero for the most stable structure, unit hartree: entry 1 0.0000; entry 2 0.1887; entry 3 0.3068.

***

Entry 1
One molecule with the formula C5H9ClN2. Source: the Open Molecules 2025 dataset; level of theory: ωB97M-V/def2-TZVPD.

Atoms and positions in Å:
1 H 3.861 -0.394 0.455
2 N 2.942 -0.712 0.641
3 C 1.945 0.023 0.399
4 C 1.863 1.478 -0.074
5 C 0.617 -0.647 0.322
6 Cl 0.693 -2.231 1.180
7 N -0.408 -0.328 -0.289
8 C -1.655 -0.964 -0.329
9 C -2.738 0.091 -0.191
10 H 0.824 1.748 -0.459
11 H 1.960 2.218 0.698
12 H 2.657 1.942 -0.792
13 H -1.913 -1.489 -1.285
14 H -1.638 -1.887 0.288
15 H -2.300 1.013 -0.468
16 H -3.604 -0.121 -0.911
17 H -3.106 0.258 0.815

## Properties
Molar mass (Da): 132.59
HOMO-LUMO gap (eV): 9.945
Spin multiplicity: 1
SMILES: [H]/N=C(C)/C(Cl)=N/CC

Löwdin atomic charge list, values in e, 4 entries: 0.054 0.126 -0.414 -0.052

***

Entry 2
A 2-piece molecular cluster, C5H9ClN2 overall. Source: the Open Molecules 2025 dataset; level of theory: ωB97M-V/def2-TZVPD.

Atoms and positions in Å:
1 C 0.248 -1.275 -2.187
2 C -0.168 0.033 -1.499
3 N -0.613 0.117 -0.246
4 Cl -1.219 -1.249 0.485
5 H -0.712 -1.944 -2.489
6 H 0.714 -1.229 -3.160
7 H 0.813 -1.884 -1.385
8 H 0.392 0.827 -1.670
9 C -0.157 0.479 2.908
10 C 0.583 1.127 1.782
11 C 1.481 0.680 1.000
12 N 2.242 0.387 0.156
13 H -0.084 0.972 3.896
14 H 0.173 -0.511 2.712
15 H -1.149 0.663 2.549
16 H 0.387 2.211 1.633
17 H 1.941 -0.250 -0.714

## Properties
Molar mass (Da): 132.59
HOMO-LUMO gap (eV): 8.359
Spin multiplicity: 1
SMILES: C/C=N\Cl.CC=C=N

Löwdin atomic charge list, values in e, 4 entries: -0.126 -0.274 -0.459 0.674

***

Relative calculated energies, zero for the most stable structure, unit hartree: entry 1 0.0000; entry 2 0.1325.

***

Entry 1
One molecule with the formula C6H6N2O. Source: the Open Molecules 2025 dataset; level of theory: ωB97M-V/def2-TZVPD.

Atoms and positions in Å:
1 O 2.267 1.063 -1.783
2 C 1.528 0.485 -1.043
3 C 1.489 0.295 0.473
4 C 0.295 -0.383 0.816
5 N -0.544 -0.645 1.786
6 C -2.032 -0.695 1.440
7 C -1.968 -0.262 -0.204
8 C -0.544 -0.247 -0.555
9 N 0.131 0.383 -1.516
10 H 2.395 0.633 0.982
11 H -0.067 -0.528 2.773
12 H -2.584 0.052 2.214
13 H -2.457 -1.647 1.697
14 H -2.446 -1.032 -0.676
15 H -2.701 0.698 -0.189

## Properties
Molar mass (Da): 122.13
HOMO-LUMO gap (eV): 8.058
Spin multiplicity: 1
SMILES: O=C1C=C2NCCC2=N1

Löwdin atomic charge list, values in e, 4 entries: 0.095 -0.455 0.024 -0.232

***

Entry 2
One molecule with the formula C6H6N2O. Source: the Open Molecules 2025 dataset; level of theory: ωB97M-V/def2-TZVPD.

Atoms and positions in Å:
1 C 0.421 -1.751 -0.997
2 C 0.040 -0.786 -1.886
3 O -0.456 0.484 -1.529
4 C -0.476 0.782 -0.153
5 N -0.758 2.060 0.197
6 C -0.417 1.932 1.560
7 N -0.257 0.673 1.964
8 C -0.331 -0.167 0.854
9 C 0.433 -1.565 0.484
10 H 0.944 -2.732 -1.305
11 H 0.345 -0.720 -2.972
12 H -0.635 2.969 -0.236
13 H -0.477 2.757 2.315
14 H 1.658 -1.503 0.560
15 H -0.033 -2.432 1.145

## Properties
Molar mass (Da): 122.13
HOMO-LUMO gap (eV): 8.761
Spin multiplicity: 1
SMILES: C1=COc2[nH]cnc2C1

Löwdin atomic charge list, values in e, 4 entries: -0.144 -0.108 -0.023 -0.294

***

Entry 3
A 3-piece molecular cluster, C6H6N2O overall. Source: the Open Molecules 2025 dataset; level of theory: ωB97M-V/def2-TZVPD.

Atoms and positions in Å:
1 C -1.612 -0.006 0.201
2 C -0.929 1.131 0.003
3 C 0.491 0.822 -0.238
4 C 1.713 1.105 0.045
5 C 2.529 -0.079 0.259
6 C 1.755 -1.124 0.099
7 H -3.552 -1.267 -0.163
8 H -3.246 0.924 1.043
9 H -1.087 2.354 -0.344
10 H 2.479 1.996 0.022
11 H 3.581 0.149 0.183
12 H 1.860 -2.168 0.494
13 N -2.964 -0.005 0.036
14 N 0.433 -0.576 -0.482
15 O -0.751 -1.127 -0.039

## Properties
Molar mass (Da): 122.13
HOMO-LUMO gap (eV): 7.046
Spin multiplicity: 1

Löwdin atomic charge list, values in e, 4 entries: -0.491 -0.031 -0.284 -0.105

***

Relative calculated energies, zero for the most stable structure, unit hartree: entry 1 0.0171; entry 2 0.0000; entry 3 0.2344.

***

Entry 1
One molecule with the formula C21H29N3O2. Source: the Open Molecules 2025 dataset; level of theory: ωB97M-V/def2-TZVPD.

Atoms and positions in Å:
1 C -0.851 -1.404 3.176
2 C -0.231 -0.158 2.564
3 O -0.611 0.002 1.198
4 C -1.847 0.420 0.952
5 O -2.642 0.723 1.807
6 C -2.136 0.543 -0.542
7 C -1.959 2.038 -0.906
8 C -0.564 2.511 -0.615
9 C 0.424 2.464 -1.592
10 C 1.727 2.825 -1.300
11 C 2.062 3.244 -0.023
12 C 1.082 3.315 0.952
13 C -0.220 2.956 0.656
14 C -3.574 0.084 -0.809
15 C -3.693 -1.418 -0.558
16 C -2.644 -2.195 -1.351
17 N -1.329 -1.716 -0.986
18 C -0.225 -2.534 -1.469
19 C 1.010 -2.186 -0.706
20 C 1.422 -2.708 0.531
21 N 2.498 -2.090 0.977
22 N 2.800 -1.173 0.065
23 C 3.935 -0.307 0.233
24 C 5.096 -0.718 -0.668
25 C 1.937 -1.198 -0.969
26 C -1.184 -0.328 -1.360
27 H -0.616 -2.268 2.560
28 H -1.931 -1.292 3.237
29 H -0.453 -1.558 4.175
30 H 0.858 -0.237 2.539
31 H -0.532 0.733 3.125
32 H -2.187 2.165 -1.967
33 H -2.680 2.616 -0.324
34 H 0.169 2.142 -2.592
35 H 2.484 2.782 -2.071
36 H 3.080 3.524 0.208
37 H 1.334 3.653 1.947
38 H -0.982 3.019 1.420
39 H -3.834 0.310 -1.846
40 H -4.258 0.624 -0.153
41 H -4.691 -1.764 -0.833
42 H -3.541 -1.614 0.504
43 H -2.835 -2.079 -2.436
44 H -2.712 -3.258 -1.107
45 H -0.479 -3.581 -1.288
46 H -0.057 -2.399 -2.554
47 H 0.982 -3.506 1.095
48 H 3.628 0.721 0.016
49 H 4.230 -0.378 1.282
50 H 5.396 -1.739 -0.449
51 H 5.945 -0.060 -0.504
52 H 4.807 -0.659 -1.715
53 H 2.046 -0.531 -1.802
54 H -1.398 -0.177 -2.438
55 H -0.158 -0.023 -1.163

## Properties
Molar mass (Da): 355.48
HOMO-LUMO gap (eV): 9.311
Spin multiplicity: 1
SMILES: CCOC(=O)[C@]1(Cc2ccccc2)CCCN(Cc2cnn(CC)c2)C1

Löwdin atomic charge list, values in e, 4 entries: -0.049 -0.200 -0.003 -0.474

***

Entry 2
One molecule with the formula C21H29N3O2. Source: the Open Molecules 2025 dataset; level of theory: ωB97M-V/def2-TZVPD.

Atoms and positions in Å:
1 C -5.242 -1.431 0.915
2 C -4.043 -2.362 0.809
3 O -3.077 -1.897 -0.134
4 C -2.214 -0.967 0.295
5 O -2.259 -0.482 1.394
6 C -1.204 -0.584 -0.782
7 C -1.852 0.504 -1.675
8 C -2.377 1.675 -0.895
9 C -3.701 1.700 -0.475
10 C -4.186 2.755 0.275
11 C -3.352 3.808 0.612
12 C -2.037 3.803 0.182
13 C -1.554 2.746 -0.568
14 C -0.819 -1.785 -1.654
15 C -0.048 -2.815 -0.837
16 C 1.156 -2.157 -0.172
17 N 0.690 -1.088 0.684
18 C 1.699 -0.579 1.601
19 C 2.851 0.103 0.930
20 C 2.946 1.449 0.533
21 N 4.080 1.684 -0.097
22 N 4.729 0.524 -0.133
23 C 6.045 0.438 -0.703
24 C 7.125 0.524 0.374
25 C 4.028 -0.455 0.475
26 C 0.049 -0.042 -0.085
27 H -4.925 -0.466 1.302
28 H -5.974 -1.860 1.593
29 H -5.703 -1.294 -0.061
30 H -4.342 -3.347 0.441
31 H -3.560 -2.459 1.786
32 H -1.099 0.843 -2.390
33 H -2.669 0.038 -2.232
34 H -4.358 0.887 -0.747
35 H -5.217 2.757 0.598
36 H -3.728 4.631 1.202
37 H -1.384 4.627 0.431
38 H -0.529 2.755 -0.909
39 H -0.188 -1.427 -2.472
40 H -1.713 -2.236 -2.085
41 H 0.283 -3.633 -1.480
42 H -0.695 -3.226 -0.062
43 H 1.853 -1.791 -0.950
44 H 1.687 -2.887 0.444
45 H 1.196 0.122 2.274
46 H 2.062 -1.426 2.191
47 H 2.239 2.239 0.691
48 H 6.133 -0.503 -1.253
49 H 6.145 1.273 -1.400
50 H 8.110 0.478 -0.082
51 H 7.026 -0.298 1.079
52 H 7.032 1.460 0.918
53 H 4.403 -1.457 0.543
54 H 0.727 0.381 -0.848
55 H -0.245 0.749 0.606

## Properties
Molar mass (Da): 355.48
HOMO-LUMO gap (eV): 9.215
Spin multiplicity: 1
SMILES: CCOC(=O)[C@]1(Cc2ccccc2)CCCN(Cc2cnn(CC)c2)C1

Löwdin atomic charge list, values in e, 4 entries: -0.064 -0.206 -0.007 -0.456

***

Relative calculated energies, zero for the most stable structure, unit hartree: entry 1 0.0000; entry 2 0.0040.